15
Properties=species:S:1:pos:R:3:forces:R:3:nbo_charge:R:1 method="wB97M-V/def2-TZVPD" orbital_gap_ev=9.296 max_force_ev_per_a=1.97 e_above_lowest_kj_mol=306.8 charge=0
C -0.88555 1.29459 0.38531 1.515 -0.186 -0.509 -0.17
C -1.71911 0.27432 0.23868 -1.859 -0.471 0.463 -0.25
C -1.52950 -1.02898 -0.41373 -0.278 0.047 -1.215 0.04
N -0.53878 -1.81984 -0.37233 0.147 0.357 1.230 -0.11
O 0.26178 -1.40255 0.73817 1.088 0.151 -0.699 -0.42
C 1.52207 -0.92141 0.25680 -0.308 -0.424 0.565 -0.12
C 1.45699 0.45802 -0.36360 -0.766 0.078 0.716 -0.18
C 0.46994 1.37320 -0.25182 0.712 0.703 0.455 -0.24
H -1.17893 2.17761 0.96099 -0.148 -0.231 -0.487 0.22
H -2.77286 0.40835 0.54508 0.655 0.024 0.182 0.22
H -2.30902 -1.41861 -1.07525 -0.008 0.448 0.003 0.20
H 2.14622 -0.90158 1.19416 -0.279 0.070 -1.029 0.21
H 1.93690 -1.65027 -0.46832 -0.035 0.291 0.407 0.19
H 2.40281 0.73744 -0.81536 -0.097 0.253 -0.102 0.21
H 0.73703 2.41973 -0.55878 -0.340 -1.108 0.020 0.21